<i>
Here is C16H21N3O3S as an isolated structure from the Open Molecules 2025 dataset. Energies are from ωB97M-V/def2-TZVPD.

Geometry as ORCA input:
```
! RIJCOSX wB97M-V def2-TZVPD def2/J DEFGRID3
* xyz 0 1
C -1.008 0.759 0.427
C 0.047 -0.267 0.196
C -1.854 0.791 -0.814
C -3.244 0.887 -0.577
C -4.059 2.008 -0.645
C -4.072 -0.291 -0.211
C -5.434 0.293 -0.182
C -4.007 -1.549 0.256
C -6.600 -0.602 0.012
C -5.090 -2.401 0.520
C -6.418 -1.903 0.474
C 2.620 -0.287 0.490
C 3.508 0.609 1.044
C 3.115 -1.293 -0.693
C 4.684 -1.496 -0.512
C 7.072 -0.358 -0.092
H -0.619 2.647 -0.560
H -0.430 3.167 1.386
H -1.805 0.400 1.318
H -1.476 -0.240 -1.184
H -1.315 1.428 -1.670
H -3.618 3.168 -0.451
H -6.090 2.425 -0.425
H -3.159 -2.147 0.077
H -7.702 -0.329 -0.193
H -4.763 -3.409 0.934
H -7.388 -2.553 0.648
H 1.414 1.216 0.725
H 2.485 -1.227 1.275
H 2.515 -0.950 -1.956
H 2.660 -2.557 -0.416
H 5.297 -1.597 0.562
H 4.923 -2.483 -1.099
H 7.770 -1.251 -0.154
H 7.839 0.254 -0.071
H 6.839 -0.519 0.971
H 2.244 2.064 0.133
N -0.891 2.257 0.498
N -5.424 1.654 -0.758
N 1.332 0.370 0.297
O -0.196 -1.471 0.072
O 4.442 0.228 1.760
O 3.245 1.970 0.753
S 5.861 -0.168 -1.184
*
```

Results
Kohn-Sham gap ... 0.30179 Ha
E_LUMO ... 0.089 eV

<ii>
Here is a single C16H21N3O3S molecule from the Open Molecules 2025 dataset. Energies are from ωB97M-V/def2-TZVPD.

Geometry as ORCA input:
```
! RIJCOSX wB97M-V def2-TZVPD def2/J DEFGRID3
* xyz 0 1
C 2.740 3.154 0.591
S 2.933 2.195 -0.931
C 4.286 1.085 -0.407
C 4.327 -0.188 -1.242
C 3.510 -1.388 -0.704
N 2.060 -1.142 -0.602
C 1.394 -0.412 0.277
O 1.830 0.014 1.357
C -0.051 -0.079 -0.105
N -0.511 -0.987 -1.195
C -0.986 -0.019 1.129
C -2.361 0.461 0.782
C -2.766 1.799 0.775
N -4.079 1.851 0.364
C -4.536 0.584 0.049
C -5.798 0.139 -0.382
C -5.961 -1.203 -0.599
C -4.932 -2.127 -0.345
C -3.689 -1.689 0.109
C -3.472 -0.322 0.321
C 4.216 -1.978 0.533
O 5.169 -2.687 0.360
O 3.838 -1.630 1.777
H 3.676 3.654 0.907
H 2.430 2.491 1.404
H 1.942 3.929 0.426
H 5.285 1.572 -0.497
H 4.130 0.857 0.603
H 5.322 -0.559 -1.276
H 4.028 0.060 -2.274
H 3.577 -2.205 -1.413
H 1.475 -1.375 -1.445
H -0.034 0.921 -0.582
H -1.304 -0.596 -1.688
H -0.818 -1.887 -0.822
H -0.503 0.624 1.874
H -1.046 -1.019 1.582
H -2.216 2.689 1.028
H -4.667 2.704 0.309
H -6.615 0.802 -0.667
H -6.921 -1.569 -0.945
H -5.073 -3.211 -0.476
H -2.893 -2.365 0.286
H 3.065 -0.947 1.756
*
```

Results
Kohn-Sham gap ... 0.31720 Ha
E_LUMO ... 0.472 eV
SMILES ... CSCC[C@H](NC(=O)[C@@H](N)Cc1c[nH]c2ccccc12)C(=O)O

Which of the structures shown above is the most stable? The most stable is <ii>.